[1]
Here is C4H11O2S as an isolated structure in a non-equilibrium geometry from the Open Molecules 2025 dataset. Energies are from ωB97M-V/def2-TZVPD.

Each line ends with the Mulliken charge.
Positions of all 18 atoms, in Å:
C1 0.0818 1.7370 0.9609  -0.453
O1 -0.5755 2.0823 -0.2151  -0.764
C2 1.5225 1.2629 0.6352  -0.582
C3 1.4641 -0.0291 -0.1955  -0.687
C4 0.7236 -1.1912 0.4847  -0.626
S1 -0.4309 -2.0991 -0.5645  -0.453
H1 -0.4571 0.8969 1.4163  0.244
H2 0.1524 2.6099 1.6324  0.285
H3 1.9026 2.0398 -0.0331  0.279
H4 2.1353 1.1988 1.5407  0.347
H5 0.9562 0.2386 -1.0972  0.381
H6 2.4717 -0.3773 -0.4515  0.350
H7 0.1621 -0.9031 1.3632  0.252
H8 1.4476 -1.8871 0.8923  0.384
H9 -1.2967 -1.0584 -0.7326  0.257
H10 -2.9421 0.4554 -0.7516  0.178
H11 -1.2916 1.1418 -0.5056  0.387
O2 -2.0071 0.2140 -0.7690  -0.781

The value obtained for the orbital gap is 0.291 Eh. The largest force on an atom is 0.0386 Eh/bohr. Its total charge is -1. The energy above the lowest of the compared OMol25 structures with the same formula, charge and spin is 40.5 kJ/mol. Its electronic energy is -19257.0229 eV. As for the HOMO energy: -4.13 eV. Its LUMO energy is 0.139 Ha.



[2]
Here is a 8-piece molecular cluster, C6H28O11 overall in a non-equilibrium geometry from the Open Molecules 2025 dataset. Energies are from ωB97M-V/def2-TZVPD.

Each line ends with the Mulliken charge.
Positions of all 45 atoms, in Å:
O1 30.5347 -29.1277 -2.3140  -0.566
C1 31.1447 -29.0271 -3.6158  -0.337
C2 31.9042 -27.7341 -3.8149  -0.031
O2 33.2647 -27.9102 -3.3866  -0.574
H1 29.9461 -28.3620 -2.2134  0.413
H2 31.8333 -29.8648 -3.6680  0.428
H3 30.3490 -29.0319 -4.3704  0.194
H4 31.4241 -26.9332 -3.2423  0.068
H5 31.8842 -27.4493 -4.8755  0.150
H6 33.7359 -27.0821 -3.5122  0.319
O3 26.6094 -27.0300 -3.9671  -0.322
C3 27.7210 -26.1507 -3.9521  0.435
C4 28.2990 -26.0023 -2.5701  -0.207
O4 28.4092 -27.2823 -1.9609  -0.593
H7 25.8078 -26.4856 -4.0029  0.295
H8 28.5114 -26.5171 -4.6119  -0.813
H9 27.4106 -25.1923 -4.3798  0.504
H10 27.6014 -25.3943 -1.9621  -0.055
H11 29.2413 -25.4615 -2.5544  0.488
H12 27.5414 -27.7053 -2.0433  0.303
O5 28.2958 -30.5384 -3.6868  -0.501
C5 27.5667 -30.7454 -2.4777  -0.121
C6 26.0977 -30.5943 -2.7957  -0.575
O6 25.6286 -29.2804 -2.4582  -0.495
H13 29.2101 -30.7957 -3.5338  0.236
H14 27.7548 -31.7456 -2.0622  0.449
H15 27.8831 -30.0109 -1.7311  0.182
H16 25.5092 -31.3414 -2.2671  0.288
H17 25.9936 -30.7442 -3.8737  0.302
H18 25.5322 -28.8130 -3.2917  0.247
O7 29.7639 -26.7802 -6.7873  -0.695
H19 30.4529 -27.3315 -7.1682  0.326
H20 28.9662 -27.3517 -6.7401  0.359
O8 30.5667 -24.7065 -5.0992  -0.606
H21 30.2935 -25.4641 -5.6527  0.372
H22 31.5171 -24.6377 -5.2178  0.280
O9 24.2515 -25.5427 -3.7547  -0.611
H23 24.2779 -25.1819 -2.8617  0.300
H24 23.3185 -25.5998 -3.9786  0.281
O10 26.6843 -24.1902 0.4697  -0.625
H25 27.5389 -24.5525 0.2161  0.323
H26 26.6575 -24.2769 1.4269  0.313
O11 27.4334 -28.2020 -6.7487  -0.721
H27 26.9814 -28.2008 -5.8895  0.272
H28 26.8320 -27.7521 -7.3506  0.322

The value obtained for the orbital gap is 0.362 Eh. The largest force on an atom is 0.0311 Eh/bohr. Its total charge is 0. The energy above the lowest of the compared OMol25 structures with the same formula, charge and spin is 365.1 kJ/mol. The SMILES is OCCO.OCCO.OCCO.O.O.O.O.O. Its electronic energy is -29197.8118 eV. As for the HOMO energy: -9.73 eV. Its LUMO energy is 0.005 Ha.



[3]
Here is an isolated ion of composition C3H6IN2 and charge +1 in a non-equilibrium geometry from the Open Molecules 2025 dataset. Energies are from ωB97M-V/def2-TZVPD.

Each line ends with the Mulliken charge.
Positions of all 12 atoms, in Å:
C1 1.1456 1.2816 -0.3770  -0.772
C2 0.1937 0.7270 0.5182  0.039
N1 -0.7972 -0.0473 0.1925  -0.167
C3 -1.9498 -0.6554 0.0496  0.423
N2 -2.0389 -1.9291 -0.2642  -0.425
I1 -3.8290 0.3364 -0.0138  0.208
H1 1.7232 0.3606 -0.2966  0.254
H2 0.6326 1.5572 -1.3820  0.296
H3 1.7008 2.1297 -0.0198  0.341
H4 0.4481 0.6195 1.6105  0.339
H5 -1.2653 -2.4918 -0.1802  0.209
H6 -2.9654 -2.4191 -0.5598  0.256

The value obtained for the orbital gap is 0.345 Eh. The largest force on an atom is 0.0950 Eh/bohr. Its total charge is +1. The energy above the lowest of the compared OMol25 structures with the same formula, charge and spin is 123.5 kJ/mol. The SMILES is C/C=N/C(=[NH2+])I. Its electronic energy is -14280.8327 eV. As for the HOMO energy: -14.24 eV. Its LUMO energy is -0.178 Ha.



Which of these has the highest electronic energy? C3H6IN2



Among the records above, which one has the lowest orbital gap? C4H11O2S